Entry 1:
Entry from the OMol25 dataset: 2 unconnected molecules or ions with the total composition CH3N4O in a non-equilibrium geometry (the ωB97M-V functional and the def2-TZVPD basis).

The net charge is -1. The spin multiplicity is 1.

```
9
Properties=species:S:1:pos:R:3:lowdin_charge:R:1
C 2.16 -0.26 -0.02 -0.56
N 2.95 -1.08 -0.41 -0.05
N -1.87 0.01 -0.03 -0.03
N -1.60 -1.23 0.11 0.01
N 1.29 0.52 0.58 -0.21
O 0.80 1.54 -0.19 -0.23
H -2.85 0.09 -0.41 0.04
H -0.19 1.60 -0.13 0.03
H -0.68 -1.18 0.48 -0.01
```

=====

Entry 2:
Entry from the OMol25 dataset: 2 unconnected molecules or ions with the total composition CH3N4O in a non-equilibrium geometry (the ωB97M-V functional and the def2-TZVPD basis).

The net charge is +1. The spin multiplicity is 1.

```
9
Properties=species:S:1:pos:R:3:lowdin_charge:R:1
C -2.06 0.47 0.00 -0.34
N 2.09 1.24 -0.30 0.32
N 0.69 -0.40 0.45 0.34
N 1.23 0.55 0.09 -0.08
N -1.83 -0.66 -0.27 0.20
O -2.32 1.62 0.09 0.22
H 2.21 2.24 -0.17 0.17
H -0.25 -0.73 0.22 0.06
H -2.37 -1.42 -0.47 0.10
```

=====

Entry 3:
Entry from the OMol25 dataset: 2 unconnected molecules or ions with the total composition CH3N4S in a non-equilibrium geometry (the ωB97M-V functional and the def2-TZVPD basis).

The net charge is -1. The spin multiplicity is 1.

```
9
Properties=species:S:1:pos:R:3:lowdin_charge:R:1
C 1.21 1.05 -0.46 -0.33
N 0.46 -0.70 0.40 -0.17
N 2.15 0.67 0.44 -0.10
N 0.19 0.17 -0.50 -0.13
N 1.64 -0.41 1.00 -0.16
S -2.76 -1.10 -0.31 0.40
H 1.41 1.72 -1.24 0.03
H -1.59 -0.54 -0.37 -0.34
H -2.72 -0.85 1.04 -0.20
```

=====

In eV, the ΔE to the lowest compared entry with this formula, charge and spin values for the records above are, in order, 2.420 1.566 0.000.
In eV, the HOMO-LUMO gap values for the records above are, in order, 6.015 10.127 8.625.